[1]
DFT (ωB97M-V with the def2-TZVPD basis set) results for a 3-piece molecular cluster, C3H14N2O2 overall in a non-equilibrium geometry.

The SMILES is NCCCN.O.O. The LUMO energy comes out at 0.731 eV. For the HOMO-LUMO gap, the calculation gives 10.31 eV. Its HOMO energy is -9.6 eV.

ORCA input file:
```
! wB97M-V def2-TZVPD RIJCOSX def2/J DEFGRID3
* xyz 0 1
N 0.57548 -0.97725 2.39369
C -0.36755 -1.15270 1.18569
C -0.83374 0.26486 0.84776
C -1.88258 0.26500 -0.32742
N -1.80301 1.44256 -1.19249
H 1.23094 -1.71819 2.18065
H 0.86589 -0.01310 2.37121
H 0.04815 -1.59952 0.28566
H -1.22015 -1.69888 1.55661
H 0.01760 0.89448 0.56831
H -1.32736 0.79193 1.67371
H -1.75271 -0.65647 -0.92519
H -2.86968 0.18078 0.15386
H -1.37763 2.21302 -0.69634
H -2.72439 1.69316 -1.52027
H 2.46746 1.07516 -0.98814
H 1.91036 0.23220 0.21920
O 2.70392 0.59267 -0.18580
H 0.93262 -0.65761 -3.10407
H 0.24654 -0.69084 -1.75799
O 1.10374 -0.52587 -2.16521
*
```

Löwdin population analysis, charges in e, atoms 1 to 6: 0.004 -0.255 -0.221 -0.294 -0.009 0.060


[2]
DFT (ωB97M-V with the def2-TZVPD basis set) results for a 3-piece molecular cluster, C3H14N2O2 overall in a non-equilibrium geometry.

The SMILES is NCCCN.O.O. The LUMO energy comes out at 0.864 eV. For the HOMO-LUMO gap, the calculation gives 9.99 eV. Its HOMO energy is -9.1 eV.

ORCA input file:
```
! wB97M-V def2-TZVPD RIJCOSX def2/J DEFGRID3
* xyz 0 1
C 1.74790 0.38362 -0.28655
C 0.44673 -0.22811 -0.79753
C -0.62001 0.82728 -1.03290
N -1.92140 0.22242 -1.26068
N 2.84439 -0.59752 -0.36309
H 1.60108 0.78495 0.71075
H 1.99035 1.22176 -0.94130
H 0.09285 -0.96612 -0.06965
H 0.65971 -0.75294 -1.73195
H -0.65520 1.52463 -0.20245
H -0.27602 1.40886 -1.90493
H -1.86161 -0.65874 -1.75729
H -2.60975 0.78421 -1.74647
H 3.72967 -0.11267 -0.37722
H 2.82302 -1.19927 0.44874
H -2.19851 -0.69989 0.38405
H -2.80718 -0.74978 1.78422
O -2.17752 -1.21360 1.22250
H -0.10478 -0.06994 3.41098
H -0.70981 -0.16102 1.99547
O 0.00607 0.25188 2.51529
*
```

Löwdin population analysis, charges in e, atoms 1 to 6: -0.295 -0.221 -0.291 -0.022 -0.005 0.087


[3]
DFT (ωB97M-V with the def2-TZVPD basis set) results for a 3-piece molecular cluster, C3H14N2O2 overall in a non-equilibrium geometry.

The SMILES is C[C@H](N)CN.O.O. The LUMO energy comes out at 0.853 eV. For the HOMO-LUMO gap, the calculation gives 10.05 eV. Its HOMO energy is -9.2 eV.

ORCA input file:
```
! wB97M-V def2-TZVPD RIJCOSX def2/J DEFGRID3
* xyz 0 1
N 0.07055 1.03561 -0.49231
C 0.08810 0.28520 0.76329
C 0.66389 1.09234 1.94528
C -1.24486 -0.39122 1.13610
N -1.51753 -1.52038 0.26311
H -0.51649 1.85791 -0.57485
H -0.26401 0.31710 -1.13581
H 0.86081 -0.47924 0.63148
H 1.03320 0.41209 2.70701
H 1.51757 1.63855 1.53922
H -0.08560 1.80174 2.29526
H -2.01114 0.38372 1.17621
H -1.16929 -0.78020 2.15563
H -2.04258 -1.25590 -0.55554
H -2.04747 -2.28647 0.67225
H 2.90905 3.60956 -3.34868
H 2.06225 3.62357 -2.05018
O 2.04569 3.70975 -2.99437
H -0.35705 -3.61148 -1.40018
H 0.42344 -4.88359 -1.22903
O -0.41853 -4.55866 -1.50389
*
```

Löwdin population analysis, charges in e, atoms 1 to 6: 0.032 -0.478 -0.075 -0.266 -0.006 0.072


[4]
DFT (ωB97M-V with the def2-TZVPD basis set) results for a 3-piece molecular cluster, C3H14N2O2 overall in a non-equilibrium geometry.

The SMILES is CNCCN.O.O. The LUMO energy comes out at 0.786 eV. For the HOMO-LUMO gap, the calculation gives 10.30 eV. Its HOMO energy is -9.5 eV.

ORCA input file:
```
! wB97M-V def2-TZVPD RIJCOSX def2/J DEFGRID3
* xyz 0 1
N -0.58352 -0.73187 1.63905
C -0.66054 -0.84932 0.13529
C -0.52548 0.49900 -0.51370
N 0.86010 0.89155 -0.69425
C 0.96456 2.25307 -1.22207
H -1.04530 -1.58341 1.94974
H 0.33161 -1.02472 1.99327
H -1.62503 -1.31489 -0.06589
H 0.18149 -1.48772 -0.14363
H -1.12597 1.27073 0.00190
H -0.97086 0.35160 -1.50548
H 1.27021 0.93648 0.23302
H 1.91699 2.73240 -1.01735
H 0.21150 2.89035 -0.74834
H 0.86362 2.22952 -2.31100
H 2.55715 0.13237 -1.70021
H 4.04579 0.03853 -2.06760
O 3.26889 -0.50740 -1.89600
H -3.31671 -1.47164 2.76614
H -3.08131 -2.95868 2.85135
O -3.53719 -2.29594 2.31577
*
```

Löwdin population analysis, charges in e, atoms 1 to 6: -0.020 -0.245 -0.272 -0.145 -0.131 0.026


[5]
DFT (ωB97M-V with the def2-TZVPD basis set) results for a 3-piece molecular cluster, C3H14N2O2S overall in a non-equilibrium geometry.

The LUMO energy (spin up / spin down) comes out at 3.128 / 3.462 eV. For the HOMO-LUMO gap (spin up / spin down), the calculation gives 2.17 / 8.93 eV. Its HOMO energy (spin up / spin down) is 1.0 / -5.5 eV. As for the expectation value of S²: 0.750.

ORCA input file:
```
! wB97M-V def2-TZVPD RIJCOSX def2/J DEFGRID3
* xyz -1 2
C 0.89271 1.60979 -0.26039
C 0.49923 0.91790 1.12689
S 0.46496 2.14089 2.43782
N 1.47404 0.56733 -1.08600
C 0.66955 -0.02528 -2.20432
N -0.39088 -0.92809 -1.71578
H -0.09654 1.91217 -0.75654
H 1.42464 2.61829 -0.19683
H 1.44872 0.24347 1.28794
H -0.44477 0.33675 1.08415
H -0.70783 2.70352 2.21115
H 1.85598 -0.12323 -0.50929
H 0.25013 0.74995 -2.77365
H 1.37730 -0.58144 -2.80389
H -0.19353 -1.92028 -1.99604
H -0.45865 -0.87477 -0.65136
H -1.37121 -3.10561 0.29028
H -0.20920 -3.20715 1.34591
O -0.43709 -2.99976 0.46883
H -3.31537 -1.60470 -0.89469
H -2.16864 -1.88453 -1.88133
O -2.66059 -2.25096 -1.10901
*
```

Löwdin population analysis, charges in e, atoms 1 to 6: -0.360 -0.665 0.484 -0.100 -0.304 -0.043


[6]
DFT (ωB97M-V with the def2-TZVPD basis set) results for a 3-piece molecular cluster, C3H14N2O3 overall in a non-equilibrium geometry.

The SMILES is NCNCCO.O.O. The LUMO energy comes out at 0.422 eV. For the HOMO-LUMO gap, the calculation gives 8.68 eV. Its HOMO energy is -8.3 eV.

ORCA input file:
```
! wB97M-V def2-TZVPD RIJCOSX def2/J DEFGRID3
* xyz 0 1
C -1.77564 -0.87011 -0.30306
C -2.01303 0.63843 -0.51724
O -1.45101 1.35908 0.60069
N -0.47200 -1.51628 -0.37438
C 0.37468 -1.50642 0.86582
N 1.03103 -0.23814 1.10579
H -2.44294 -1.37834 -1.01887
H -2.12529 -1.07272 0.72415
H -1.60861 1.08158 -1.43571
H -3.08974 0.82121 -0.55063
H -1.99380 1.19417 1.36683
H 0.05245 -1.32586 -1.21427
H 1.18906 -2.22301 0.66828
H -0.27617 -1.98100 1.60361
H 0.36906 0.45324 1.39669
H 1.57622 0.00346 0.29234
H 1.89551 -0.76089 -2.69119
H 2.27304 0.80326 -2.44852
O 2.32814 -0.09860 -2.13446
H 2.74946 2.02842 1.05452
H 1.29149 2.10190 1.37189
O 2.11809 2.48663 1.63770
*
```

Löwdin population analysis, charges in e, atoms 1 to 6: -0.229 -0.218 -0.100 -0.074 -0.273 0.015


[7]
DFT (ωB97M-V with the def2-TZVPD basis set) results for a 2-piece molecular cluster, C3H14N3 overall in a non-equilibrium geometry.

The LUMO energy comes out at -3.009 eV. For the HOMO-LUMO gap, the calculation gives 10.15 eV. Its HOMO energy is -13.2 eV.

ORCA input file:
```
! wB97M-V def2-TZVPD RIJCOSX def2/J DEFGRID3
* xyz 1 1
C -2.70285 0.98970 -1.07016
N -1.48966 1.82890 -0.94906
H -3.60634 1.50016 -0.75209
H -2.53056 0.06707 -0.51670
H -2.81150 0.70073 -2.11516
H -1.52827 2.61659 -1.58291
H -1.38041 2.20561 -0.01738
N 0.37218 -0.06283 -1.00864
C 0.70040 -0.13348 0.43685
C 1.53611 -1.39408 0.72053
N 1.79955 -1.50243 2.13791
H 1.24625 0.07665 -1.51767
H -0.00139 -0.94483 -1.35306
H -0.33848 0.82270 -1.20311
H 1.30597 0.72216 0.72579
H -0.22470 -0.18706 1.00520
H 0.96879 -2.26236 0.37448
H 2.43395 -1.33906 0.08778
H 2.49545 -2.21524 2.31289
H 2.19186 -0.63469 2.49088
*
```

Löwdin population analysis, charges in e, atoms 1 to 6: -0.110 -0.059 0.086 0.073 0.088 0.106


[8]
DFT (ωB97M-V with the def2-TZVPD basis set) results for a 2-piece molecular cluster, C3H14N4 overall in a non-equilibrium geometry.

The LUMO energy comes out at -7.276 eV. For the HOMO-LUMO gap, the calculation gives 9.87 eV. Its HOMO energy is -17.2 eV.

ORCA input file:
```
! wB97M-V def2-TZVPD RIJCOSX def2/J DEFGRID3
* xyz 2 1
C -0.81438 1.90658 0.46144
C -2.78011 -0.00567 -0.48436
C -0.69331 0.46820 0.66824
N 1.92631 -0.17160 -0.04914
N -1.59135 -0.35446 0.26963
N 3.05693 -1.07059 -0.43794
N -1.35250 -1.67803 0.34655
H -0.78460 2.04836 -0.54976
H -0.10306 2.47301 0.98902
H -1.81563 2.25331 0.75883
H -3.48442 -0.78227 -0.73965
H -3.26255 0.84212 -0.08647
H -2.48437 0.46283 -1.47479
H 0.19049 0.01334 1.20141
H 2.31498 0.31242 0.81191
H 3.68484 -1.07804 -1.28694
H 3.72711 -0.97036 0.38575
H 2.67943 -1.98199 -0.58848
H 1.80240 0.56378 -0.73884
H -2.02067 -2.31319 -0.15823
H -0.72844 -1.91770 1.14200
*
```

Löwdin population analysis, charges in e, atoms 1 to 6: -0.007 0.044 -0.096 0.056 -0.189 0.149


[9]
DFT (ωB97M-V with the def2-TZVPD basis set) results for a 2-piece molecular cluster, C3H14N4Si overall in a non-equilibrium geometry.

The LUMO energy comes out at 0.668 eV. For the HOMO-LUMO gap, the calculation gives 7.91 eV. Its HOMO energy is -7.2 eV.

ORCA input file:
```
! wB97M-V def2-TZVPD RIJCOSX def2/J DEFGRID3
* xyz 0 1
C -3.05725 1.37389 0.56918
C -2.00726 0.70984 -0.33209
C -1.32803 -0.50544 0.31336
N 2.48318 -2.50037 -0.44716
N 2.66872 1.76247 -0.34826
N 1.20096 -2.26424 0.15399
N 2.35077 0.48436 0.20518
Si 0.39646 -0.83516 -0.52436
H -3.35449 2.32603 0.14757
H -3.83918 0.76656 0.90269
H -2.45727 1.52466 1.48701
H -2.36419 0.26355 -1.20986
H -1.27964 1.42326 -0.39132
H -2.09726 -1.29903 0.44257
H -1.14699 -0.35130 1.38872
H 2.71089 -1.43109 -0.54767
H 3.10650 -2.73962 0.28334
H 1.88299 2.41336 -0.11280
H 2.76132 1.70226 -1.39943
H 0.56907 -3.04328 0.24957
H 2.15290 0.75885 1.21900
H 0.64778 -0.53957 -2.04921
*
```

Löwdin population analysis, charges in e, atoms 1 to 6: -0.090 -0.345 -0.324 -0.089 -0.167 -0.286


[10]
DFT (ωB97M-V with the def2-TZVPD basis set) results for C3H14N4Si as an isolated structure in a non-equilibrium geometry.

The LUMO energy (spin up / spin down) comes out at -0.037 / -0.141 eV. For the HOMO-LUMO gap (spin up / spin down), the calculation gives 6.91 / 7.46 eV. Its HOMO energy (spin up / spin down) is -6.9 / -7.6 eV.

ORCA input file:
```
! wB97M-V def2-TZVPD RIJCOSX def2/J DEFGRID3
* xyz 0 1
C 3.12328 0.92806 0.18195
C 2.04022 1.98163 0.65584
C 0.69247 1.63020 0.10542
N -0.42343 -1.13401 -1.17100
N -3.56357 -1.80479 0.14578
N -0.00249 -1.36347 0.14622
N -2.99111 -1.19375 -1.04723
Si -0.42939 0.21486 0.69063
H 4.09191 1.12954 0.65382
H 2.78650 -0.12913 0.40444
H 3.28282 0.95896 -0.99090
H 2.08064 1.91751 1.76477
H 2.24277 2.89901 0.13857
H 0.79316 1.40115 -1.03298
H 0.09277 2.46866 0.30065
H -0.20276 -1.97016 -1.65010
H -2.04583 -1.19445 -1.18674
H -4.54925 -1.62479 0.08817
H -3.18904 -2.73328 0.12216
H -0.03853 -2.41032 0.44960
H -3.15174 -0.20230 -0.81672
H -0.63942 0.23085 2.04764
*
```

Löwdin population analysis, charges in e, atoms 1 to 6: -0.132 -0.326 -0.384 -0.099 -0.074 -0.216


[11]
DFT (ωB97M-V with the def2-TZVPD basis set) results for a 3-piece molecular cluster, C3H14NO2 overall in a non-equilibrium geometry.

The LUMO energy (spin up / spin down) comes out at 0.350 / 0.220 eV. For the HOMO-LUMO gap (spin up / spin down), the calculation gives 2.95 / 11.62 eV. Its HOMO energy (spin up / spin down) is -2.6 / -11.4 eV. As for the expectation value of S²: 0.750.

ORCA input file:
```
! wB97M-V def2-TZVPD RIJCOSX def2/J DEFGRID3
* xyz 0 2
C 0.81948 1.63380 1.08923
C 0.09531 1.35592 -0.21864
N -0.19998 -0.08778 -0.47248
C -0.61855 -0.36566 -1.86700
H 0.14760 1.65561 1.94737
H 1.48212 2.49076 1.13516
H 1.44548 0.75860 1.26580
H 0.75435 1.64936 -1.04025
H -0.85027 1.89538 -0.22711
H 0.58345 -0.68846 -0.19732
H -0.99608 -0.31719 0.19409
H 0.13659 0.09120 -2.50747
H -0.58570 -1.43899 -2.00997
H -1.56124 0.13834 -2.04346
H -3.13430 -0.21288 0.83737
H -2.49272 -1.33749 1.69551
O -2.35116 -0.79924 0.89242
H 3.06566 -1.75483 -0.09088
H 2.34851 -1.66336 1.16145
O 2.31624 -1.31050 0.27950
*
```

Löwdin population analysis, charges in e, atoms 1 to 6: -0.116 -0.244 -0.065 -0.083 0.058 0.077


Result set for ΔE to the lowest compared entry with this formula, charge and spin: 131.4 25.1 82.8 108.8 123.3 144.4 17.9 213.5 208.4 403.8 40.6 kJ/mol, one per record in the order listed.